Record 1
{"formula": "C17H10BBrF4IMoO2", "method": "ωB97M-V/def2-TZVPD", "elements": ["Mo", "I", "C", "C", "C", "C", "C", "C", "C", "C", "C", "C", "H", "H", "H", "H", "H", "H", "Br", "C", "C", "C", "C", "C", "C", "C", "O", "O", "H", "H", "H", "H", "F", "B", "F", "F", "F"], "xyz": [[0.31, 0.22, -0.04], [-1.74, -1.74, -0.26], [-0.21, -3.23, 0.12], [-0.52, -4.55, -0.08], [0.46, -5.53, 0.18], [1.66, -5.16, 0.72], [1.96, -3.80, 0.98], [3.16, -3.43, 1.61], [3.43, -2.12, 1.88], [2.57, -1.12, 1.42], [1.38, -1.40, 0.76], [1.03, -2.78, 0.61], [-1.50, -4.84, -0.42], [0.23, -6.56, -0.02], [2.40, -5.90, 0.97], [3.87, -4.20, 1.88], [4.33, -1.84, 2.39], [2.87, -0.08, 1.57], [3.75, 7.19, 3.50], [2.99, 5.65, 2.71], [3.79, 4.83, 1.91], [3.23, 3.70, 1.35], [1.89, 3.38, 1.59], [1.11, 4.20, 2.42], [1.66, 5.33, 2.97], [1.35, 2.19, 0.97], [0.21, 1.65, 1.33], [1.94, 1.54, 0.08], [4.83, 5.07, 1.75], [3.83, 3.05, 0.73], [0.08, 3.93, 2.62], [1.07, 5.97, 3.61], [2.41, 0.04, -2.24], [1.69, 0.03, -3.36], [-0.04, 0.33, -1.88], [1.55, 1.11, -4.05], [1.24, -1.12, -3.76]], "total_charge": 1, "energy_ha": -4168.479865, "gap_ha": [0.2338, 0.2339]}

Record 2
{"formula": "C17H10BrCaN2O2", "method": "ωB97M-V/def2-TZVPD", "elements": ["Ca", "Br", "C", "C", "C", "C", "O", "C", "C", "N", "C", "C", "C", "C", "C", "C", "C", "C", "N", "C", "C", "H", "H", "H", "H", "H", "H", "H", "H", "H", "H", "O", "C"], "xyz": [[-0.04, 1.63, -0.79], [5.56, 0.58, 3.48], [4.01, 1.14, 2.54], [3.83, 2.51, 2.25], [2.68, 2.93, 1.65], [1.64, 2.04, 1.28], [0.54, 2.51, 0.84], [1.90, 0.62, 1.45], [0.99, -0.41, 1.08], [-0.02, -0.21, 0.30], [-0.89, -1.16, -0.18], [-0.79, -2.53, -0.02], [-1.71, -3.40, -0.61], [-2.76, -2.92, -1.34], [-2.92, -1.53, -1.53], [-3.97, -0.98, -2.29], [-4.04, 0.38, -2.45], [-3.02, 1.18, -1.90], [-2.02, 0.69, -1.21], [-1.96, -0.64, -0.98], [3.07, 0.23, 2.16], [4.60, 3.21, 2.53], [2.51, 3.98, 1.47], [1.23, -1.41, 1.48], [0.02, -2.94, 0.57], [-1.57, -4.46, -0.48], [-3.48, -3.60, -1.78], [-4.70, -1.63, -2.74], [-4.83, 0.84, -3.02], [-3.04, 2.26, -2.05], [3.21, -0.82, 2.38], [3.52, 0.88, -1.12], [2.42, 1.03, -0.98]], "total_charge": 1, "relative_energy_ev": 0.684, "energy_ha": -4165.298057, "gap_ha": 0.2516}

Record 3
{"formula": "C17H11AuF6N4O6S3", "method": "ωB97M-V/def2-TZVPD", "elements": ["Au", "O", "C", "O", "C", "C", "C", "C", "C", "C", "C", "C", "C", "N", "H", "H", "H", "H", "H", "H", "F", "C", "F", "F", "S", "O", "O", "N", "S", "O", "O", "C", "F", "F", "F", "C", "C", "C", "C", "N", "C", "S", "N", "H", "H", "H", "H", "H"], "xyz": [[1.07, 0.95, -0.90], [0.54, 0.45, 3.09], [0.43, 0.81, 1.94], [1.08, 0.23, 0.96], [-0.47, 2.01, 1.62], [-1.00, 2.75, 2.70], [-1.78, 3.83, 2.43], [-2.05, 4.18, 1.09], [-2.86, 5.28, 0.72], [-3.09, 5.56, -0.59], [-2.54, 4.75, -1.61], [-1.76, 3.67, -1.28], [-1.49, 3.37, 0.07], [-0.70, 2.30, 0.37], [-0.76, 2.43, 3.71], [-2.20, 4.43, 3.23], [-3.28, 5.90, 1.50], [-3.71, 6.41, -0.87], [-2.75, 4.97, -2.64], [-1.34, 3.03, -2.04], [1.10, -4.52, -3.37], [1.88, -3.77, -2.60], [1.54, -3.93, -1.33], [3.14, -4.14, -2.77], [1.72, -1.99, -3.09], [2.21, -1.24, -1.95], [2.39, -1.88, -4.34], [0.17, -1.75, -3.30], [-0.83, -1.47, -2.13], [-1.03, -2.49, -1.16], [-0.72, -0.08, -1.61], [-2.39, -1.34, -3.12], [-3.42, -1.54, -2.31], [-2.42, -2.23, -4.10], [-2.50, -0.11, -3.65], [3.47, 3.61, -5.81], [2.70, 2.93, -4.72], [1.52, 2.23, -4.99], [0.88, 1.60, -3.95], [1.40, 1.72, -2.73], [2.56, 2.38, -2.55], [2.95, 2.18, -0.87], [3.22, 3.00, -3.49], [2.89, 3.69, -6.73], [4.37, 3.04, -6.01], [3.78, 4.60, -5.48], [1.13, 2.16, -6.00], [-0.03, 1.02, -4.04]], "relative_energy_ev": 0.000, "energy_ha": -3254.321016, "gap_ha": 0.2744}

Record 4
{"formula": "C17H11Cl3F10GeN3W", "method": "ωB97M-V/def2-TZVPD", "elements": ["W", "C", "N", "C", "C", "N", "C", "C", "F", "C", "F", "C", "F", "C", "F", "C", "F", "C", "C", "N", "C", "C", "F", "C", "F", "C", "F", "C", "F", "C", "F", "H", "H", "H", "H", "H", "H", "H", "H", "H", "H", "H", "Cl", "Ge", "Cl", "Cl"], "xyz": [[0.05, 0.59, 0.63], [0.11, 3.60, 0.89], [-0.02, 2.56, -0.18], [-1.31, 2.75, -0.94], [-2.37, 1.88, -0.33], [-1.71, 0.55, -0.16], [-2.54, -0.61, -0.14], [-3.36, -0.86, 0.95], [-3.37, 0.00, 1.97], [-4.17, -1.99, 1.01], [-4.94, -2.20, 2.06], [-4.14, -2.90, -0.03], [-4.89, -3.98, 0.02], [-3.32, -2.67, -1.13], [-3.29, -3.53, -2.14], [-2.54, -1.53, -1.18], [-1.79, -1.30, -2.27], [1.14, 2.65, -1.13], [2.40, 2.06, -0.51], [2.01, 0.73, 0.02], [2.87, -0.28, 0.10], [2.44, -1.68, 0.29], [2.21, -1.84, 2.90], [-0.48, -3.46, 0.97], [0.01, -4.55, 0.78], [3.69, -2.42, 0.46], [3.73, -3.66, 0.80], [4.76, -1.60, 0.14], [6.00, -1.96, 0.05], [4.27, -0.32, -0.10], [5.00, 0.70, -0.47], [0.20, 4.59, 0.42], [0.98, 3.41, 1.50], [-0.78, 3.57, 1.52], [-1.13, 2.44, -1.97], [-1.57, 3.81, -0.93], [-3.25, 1.80, -0.97], [-2.70, 2.25, 0.64], [1.26, 3.67, -1.48], [0.89, 2.02, -1.99], [2.80, 2.68, 0.30], [3.16, 1.97, -1.27], [1.06, -2.01, 1.31], [1.14, -1.88, -1.41], [1.65, -3.91, -1.84], [-0.18, 0.85, 2.87]], "total_charge": 2, "spin_multiplicity": 4, "relative_energy_ev": 9.510, "energy_ha": -5340.990490, "s2": 3.78, "gap_ha": [0.2304, 0.2282]}